[1]
Formula: C5H13N
Source: the Open Molecules 2025 dataset
Level of theory: ωB97M-V/def2-TZVPD

Results
E: -6884.017 eV
HOMO level: -0.2985 hartree
Orbital gap: 9.2795 eV
Structure (SMILES): CCN(C)CC
LUMO energy: 1.156 eV
Maximum force: 4.80 eV/Å

```
19
Properties=species:S:1:pos:R:3:forces:R:3:mulliken_charge:R:1
C -0.16241 1.17927 2.24169 -1.15 0.22 -0.11 -1.114
C -0.05494 -0.17545 1.46991 -0.89 -0.17 -0.42 -0.284
N -0.24163 -0.05840 0.02033 0.30 0.09 -3.15 -0.058
C 0.11503 1.22171 -0.61595 0.78 2.62 3.95 -0.915
C 0.34786 -1.20261 -0.79066 -0.56 0.87 0.12 -0.677
C -0.30514 -1.52807 -2.20343 1.26 1.05 0.98 -1.039
H 0.34802 1.09449 3.21684 -0.38 0.12 -0.41 0.301
H 0.18446 2.09759 1.69772 0.29 -1.20 0.79 0.333
H -1.27121 1.40753 2.39153 1.40 -0.38 0.11 0.291
H 0.90826 -0.72943 1.63269 -0.75 0.48 0.47 0.363
H -0.98796 -0.78500 1.74184 1.80 0.36 0.35 0.205
H -0.30404 1.50816 -1.56021 -0.28 -0.79 -0.68 0.307
H 1.26389 1.53225 -0.60086 -1.83 -0.98 -0.21 0.286
H -0.34940 2.04630 0.13146 0.94 -1.67 -2.26 0.206
H 0.44587 -2.06398 -0.15861 -0.67 -0.66 0.37 0.495
H 1.39011 -0.97439 -0.94739 0.69 0.44 -0.34 0.390
H -0.95585 -0.71655 -2.46267 -0.87 0.32 0.14 0.322
H 0.48276 -1.37642 -2.98048 -0.48 -0.99 0.51 0.283
H -0.85365 -2.47702 -2.22376 0.41 0.28 -0.20 0.306
```
Positions in Å, forces in eV/Å.

[2]
Formula: C14H19NO3
Source: the Open Molecules 2025 dataset
Level of theory: ωB97M-V/def2-TZVPD

Results
E: -22455.365 eV
HOMO level: -0.2906 hartree
Orbital gap: 8.7278 eV
Structure (SMILES): COCCNCC#CCOc1ccc(OC)cc1
LUMO energy: 0.821 eV
Maximum force: 0.50 eV/Å

```
37
Properties=species:S:1:pos:R:3:forces:R:3:mulliken_charge:R:1
C -4.55958 -1.12301 1.86806 0.17 -0.08 0.13 -0.628
O -5.45771 -1.49283 0.84586 -0.08 -0.10 -0.07 -0.366
C -5.56806 -0.55650 -0.19414 0.17 -0.10 -0.29 -0.544
C -4.34857 -0.49895 -1.12281 -0.34 -0.01 0.05 -0.704
N -3.26564 0.27291 -0.54730 0.00 0.26 0.07 -0.208
C -2.09714 0.34064 -1.41135 -0.26 -0.21 -0.17 -0.524
C -1.08673 1.20852 -0.83994 0.21 0.45 0.07 -0.016
C -0.30403 1.98875 -0.37376 -0.16 -0.39 -0.10 -0.103
C 0.71777 2.83706 0.22074 0.15 0.32 0.06 -0.521
O 1.58685 2.14723 1.09802 -0.05 0.07 0.14 -0.447
C 2.45475 1.22676 0.58005 0.29 -0.20 0.07 0.473
C 2.53661 0.86302 -0.75976 -0.13 0.18 0.09 -0.071
C 3.46966 -0.07114 -1.16475 0.27 -0.20 0.13 -0.930
C 4.33849 -0.66431 -0.25305 -0.13 0.08 -0.12 0.632
O 5.21986 -1.57381 -0.76827 -0.21 0.15 -0.15 -0.418
C 6.11403 -2.20708 0.11192 0.11 -0.08 0.11 -0.833
C 4.25259 -0.30338 1.08727 0.18 -0.19 -0.11 -0.163
C 3.32041 0.63218 1.49274 -0.32 0.22 -0.14 -0.860
H -3.54576 -0.98684 1.48344 -0.09 -0.02 0.13 0.268
H -4.57821 -1.93311 2.59451 0.02 0.06 0.07 0.243
H -4.88230 -0.19224 2.35143 0.02 0.01 0.01 0.260
H -6.43797 -0.87951 -0.77241 0.07 0.15 0.01 0.323
H -5.76678 0.44767 0.21361 -0.04 -0.02 -0.04 0.334
H -3.98711 -1.51953 -1.28286 -0.10 0.01 -0.06 0.335
H -4.67401 -0.09587 -2.10072 0.04 -0.09 0.07 0.474
H -3.58395 1.21383 -0.32978 0.08 -0.11 -0.03 0.217
H -1.68625 -0.67210 -1.50398 -0.06 0.10 -0.11 0.362
H -2.34178 0.70287 -2.42983 0.08 -0.16 0.15 0.311
H 1.28840 3.34323 -0.57367 -0.07 -0.04 0.18 0.354
H 0.23776 3.59579 0.84889 0.15 -0.07 -0.19 0.334
H 1.87093 1.28712 -1.49457 -0.04 0.04 -0.05 0.349
H 3.53902 -0.35924 -2.20172 0.01 -0.03 -0.13 0.400
H 6.77731 -1.48602 0.60144 -0.03 -0.03 0.00 0.331
H 6.70848 -2.87951 -0.50492 -0.01 0.03 0.09 0.232
H 5.58554 -2.78940 0.87415 0.02 0.03 -0.01 0.336
H 4.90416 -0.74067 1.82699 0.07 -0.05 0.04 0.370
H 3.24893 0.91744 2.53049 -0.01 0.04 0.12 0.398
```
Positions in Å, forces in eV/Å.

[3]
Formula: CH4NO5S2
Source: the Open Molecules 2025 dataset
Level of theory: ωB97M-V/def2-TZVPD

Results
Total charge: -1
E: -34496.252 eV
HOMO level (spin up / spin down): -0.1610 / -0.1971 hartree
Orbital gap (spin up / spin down): 8.0712 / 6.8132 eV
LUMO energy (spin up / spin down): 3.691 / 1.449 eV
Maximum force: 3.48 eV/Å
Multiplicity: 3

```
13
Properties=species:S:1:pos:R:3:forces:R:3:mulliken_charge:R:1
C -0.38313 0.33146 -0.59340 1.69 1.61 -2.58 -0.497
N -1.63868 -1.61002 -0.04407 -1.62 -1.25 -1.73 -0.573
O -1.86994 1.29437 1.19755 -1.28 -0.03 0.91 -0.626
O 1.56579 1.60677 -0.56148 1.17 -0.11 0.20 -0.609
O 0.34971 0.38610 1.74688 1.47 -1.01 0.94 -0.481
O 1.97090 -0.72534 0.06494 0.26 -0.72 0.45 -0.682
O 1.73317 -0.03003 -2.30537 -0.45 -1.03 0.70 -0.660
S -0.46399 1.42386 0.84303 -0.16 -0.64 -1.14 0.598
S 1.38182 0.18399 -0.91064 -0.57 2.24 -1.83 1.119
H -0.92354 0.53090 -1.57059 0.32 -0.13 1.58 0.355
H -0.89046 -2.24549 0.15896 0.39 -0.08 1.07 0.279
H -1.99204 -1.00021 0.67060 0.39 0.03 1.10 0.323
H 1.16038 -0.14636 1.30360 -1.62 1.12 0.31 0.453
```
Positions in Å, forces in eV/Å.

[4]
Formula: C4H8O2
Source: the Open Molecules 2025 dataset
Level of theory: ωB97M-V/def2-TZVPD

Results
E: -8372.443 eV
HOMO level: -0.3510 hartree
Orbital gap: 10.3577 eV
Structure (SMILES): CC(=O)[C@@H](C)O
LUMO energy: 0.807 eV
Maximum force: 0.51 eV/Å

```
14
Properties=species:S:1:pos:R:3:forces:R:3:mulliken_charge:R:1
C -1.96197 0.23759 0.57551 -0.06 0.04 0.01 -1.047
C -0.79544 -0.12944 -0.31601 -0.20 -0.10 -0.37 0.657
O -0.95511 -0.43718 -1.47892 0.02 0.12 0.50 -0.558
C 0.60472 -0.07260 0.30328 0.07 -0.32 -0.03 0.213
C 1.66861 -0.52224 -0.68368 0.08 0.01 -0.04 -1.306
O 0.80286 1.23621 0.81846 0.17 0.23 -0.12 -0.541
H -2.48851 -0.68660 0.83898 0.08 0.09 -0.02 0.292
H -2.66243 0.86121 0.01399 0.09 -0.09 0.07 0.320
H -1.65648 0.74980 1.49080 0.02 -0.10 -0.17 0.296
H 0.62108 -0.71922 1.19176 -0.08 0.04 -0.16 0.290
H 1.48910 -1.55550 -0.98570 -0.04 0.05 0.04 0.337
H 2.66662 -0.46577 -0.24236 -0.14 0.08 0.03 0.367
H 1.63949 0.07382 -1.60236 -0.01 0.00 0.18 0.334
H 0.97524 1.82789 0.07466 -0.01 -0.05 0.09 0.344
```
Positions in Å, forces in eV/Å.

[5]
Formula: C4H5NOS2
Source: the Open Molecules 2025 dataset
Level of theory: ωB97M-V/def2-TZVPD

Results
E: -29431.992 eV
HOMO level: -0.3319 hartree
Orbital gap: 7.9328 eV
Structure (SMILES): C=CC(=S)S/C=N\O
LUMO energy: -1.098 eV
Maximum force: 5.52 eV/Å

```
13
Properties=species:S:1:pos:R:3:forces:R:3:mulliken_charge:R:1
C 1.73940 1.44582 -0.40678 1.07 -0.30 -1.79 -0.753
C 0.80655 0.59501 0.10314 1.66 5.25 -0.47 0.051
C 1.12086 -0.73552 0.21003 0.23 -3.01 -0.02 0.185
S 2.63909 -1.27190 0.57658 -1.11 -0.30 -0.23 -0.186
S -0.22126 -1.85063 -0.08516 -1.50 -0.13 -0.66 -0.114
C -1.88062 -0.96574 -0.72416 -1.58 0.87 1.93 -0.091
N -2.62467 -0.25157 0.14869 1.99 -2.38 -2.94 -0.174
O -2.16060 0.01449 1.40110 0.60 -0.12 -0.85 -0.237
H 2.62761 0.90380 -1.07168 -2.17 1.99 2.11 0.189
H 1.62237 2.60090 -0.35005 0.26 -2.32 -0.35 0.258
H -0.03583 1.11890 0.51683 -0.67 -0.48 0.21 0.263
H -2.41276 -1.32391 -1.77222 1.75 1.16 2.97 0.330
H -1.22014 -0.27965 1.45370 -0.52 -0.22 0.10 0.280
```
Positions in Å, forces in eV/Å.

[6]
Formula: C5H15N2
Source: the Open Molecules 2025 dataset
Level of theory: ωB97M-V/def2-TZVPD

Results
Total charge: +1
E: -8400.462 eV
HOMO level: -0.4987 hartree
Orbital gap: 9.3755 eV
LUMO energy: -4.194 eV
Maximum force: 4.62 eV/Å

```
22
Properties=species:S:1:pos:R:3:forces:R:3:mulliken_charge:R:1
C 0.76972 -1.11543 -1.27466 1.16 -0.92 4.04 -1.313
C 2.87319 0.13097 -1.61017 1.62 1.40 2.15 -1.218
C -2.27433 -0.36509 0.26252 -3.79 0.68 -1.91 -1.040
C -1.43474 0.37116 2.30960 2.53 3.64 -1.31 -0.865
C 1.57395 0.09295 -0.89453 0.17 0.30 -0.96 1.012
N 1.04223 1.09552 -0.23529 1.57 -1.75 -1.59 -0.158
N -1.44148 0.71416 0.85716 -1.70 -2.13 -1.06 -0.450
H 0.55789 -1.82381 -0.41189 -0.01 1.40 -0.22 0.327
H -0.11408 -0.80918 -1.63659 -3.43 0.91 -1.33 0.421
H 1.18826 -1.85170 -1.87603 1.42 -0.40 -1.78 0.429
H 3.66419 0.71599 -1.03230 -0.73 -1.12 -0.42 0.373
H 3.20575 -0.84643 -1.94881 0.08 0.23 0.14 0.353
H 2.75489 0.81458 -2.42672 -0.43 0.15 -0.96 0.362
H -3.22687 -0.70308 0.86215 1.69 1.13 -0.67 0.306
H -2.74359 -0.11167 -0.79800 1.13 0.05 2.07 0.331
H -1.82695 -1.28473 0.06494 1.57 -1.43 0.05 0.355
H -1.17952 1.34363 2.84749 0.15 -1.68 -0.22 0.306
H -2.36571 0.06131 2.61179 -2.10 -0.90 0.89 0.337
H -0.68978 -0.40689 2.30057 0.25 -0.21 1.10 0.299
H 1.51540 1.93989 0.06314 0.30 -0.17 -0.35 0.250
H 0.04179 1.02019 -0.10008 -1.17 -0.09 1.41 0.292
H -1.95245 1.51796 0.54574 -0.30 0.92 0.92 0.290
```
Positions in Å, forces in eV/Å.